Formula: C33H29BrO10SSi
Source: the Open Molecules 2025 dataset
Level of theory: ωB97M-V/def2-TZVPD

Calculated values
Kohn-Sham gap, eV: 6.953
SMILES: O=C1C=CC(=O)C=C1.O=C1C=CC(=O)C=C1.O=C1C=CC(=O)C=C1.O=C1C=CC(=O)C=C1.O=C1C=CC(=O)C=C1.CCSC[SiH2]Br
Spin multiplicity: 1

Last column: Löwdin charge in e.
Element x y z (Å)
O  0.61  0.38  -5.30  0.085
C  0.66  -0.64  -4.64  -0.396
C  1.35  -1.85  -5.14  0.005
C  1.43  -2.95  -4.40  0.016
C  0.82  -3.02  -3.05  -0.382
O  0.88  -4.02  -2.38  0.106
C  0.12  -1.80  -2.55  0.022
C  0.05  -0.70  -3.29  0.007
H  1.80  -1.77  -6.12  0.124
H  1.94  -3.84  -4.74  0.123
H  -0.32  -1.87  -1.57  0.111
H  -0.45  0.20  -2.94  0.073
O  3.72  -0.74  -3.46  0.111
C  4.13  0.39  -3.29  -0.364
C  3.65  1.52  -4.12  0.034
C  4.10  2.76  -3.92  0.030
C  5.10  3.05  -2.86  -0.372
O  5.51  4.18  -2.69  0.093
C  5.58  1.92  -2.03  0.026
C  5.13  0.68  -2.23  0.027
H  2.91  1.28  -4.88  0.108
H  3.76  3.60  -4.51  0.125
H  6.31  2.15  -1.27  0.121
H  5.46  -0.16  -1.64  0.124
O  -7.34  -7.47  1.96  0.112
C  -6.82  -6.38  2.09  -0.382
C  -7.22  -5.23  1.24  0.026
C  -6.64  -4.04  1.39  0.025
C  -5.59  -3.82  2.40  -0.369
O  -5.07  -2.73  2.53  0.043
C  -5.18  -4.97  3.24  0.028
C  -5.75  -6.16  3.10  0.034
H  -7.99  -5.42  0.51  0.123
H  -6.92  -3.18  0.78  0.122
H  -4.41  -4.78  3.98  0.098
H  -5.48  -7.01  3.71  0.126
O  10.23  5.61  -4.63  0.105
C  10.01  5.52  -3.44  -0.385
C  8.69  5.10  -2.93  0.022
C  8.45  5.00  -1.62  0.018
C  9.51  5.30  -0.63  -0.385
O  9.31  5.21  0.56  0.104
C  10.84  5.73  -1.14  0.018
C  11.07  5.83  -2.45  0.018
H  7.93  4.89  -3.67  0.113
H  7.49  4.70  -1.23  0.102
H  11.59  5.95  -0.40  0.120
H  12.03  6.14  -2.85  0.121
O  -3.87  -4.45  6.37  0.093
C  -3.36  -3.36  6.49  -0.375
C  -3.77  -2.22  5.64  0.025
C  -3.20  -1.02  5.77  0.027
C  -2.13  -0.78  6.78  -0.384
O  -1.61  0.30  6.90  0.110
C  -1.73  -1.93  7.63  0.023
C  -2.30  -3.12  7.50  0.021
H  -4.54  -2.41  4.91  0.096
H  -3.47  -0.17  5.16  0.119
H  -0.95  -1.73  8.36  0.122
H  -2.02  -3.97  8.11  0.122
C  -5.41  3.19  -0.86  -0.174
C  -6.01  1.81  -1.08  -0.582
S  -6.52  0.94  0.42  0.774
C  -5.03  1.01  1.45  -0.701
Si  -3.65  -0.12  0.93  0.206
Br  -2.52  0.73  -0.83  0.334
H  -4.45  3.14  -0.35  0.035
H  -6.08  3.83  -0.28  0.075
H  -5.23  3.67  -1.82  0.076
H  -6.94  1.91  -1.65  0.065
H  -5.33  1.19  -1.68  0.032
H  -4.70  2.04  1.60  0.033
H  -5.36  0.64  2.43  0.028
H  -2.65  -0.20  2.02  -0.058
H  -4.11  -1.46  0.59  -0.058

***

Formula: C33H29F3N4O17
Source: the Open Molecules 2025 dataset
Level of theory: ωB97M-V/def2-TZVPD

Calculated values
Kohn-Sham gap, eV: 9.157
SMILES: O=[N+]([O-])c1ccccc1.O=[N+]([O-])c1ccccc1.O=[N+]([O-])c1ccccc1.O=[N+]([O-])c1ccccc1.O=C1OC[C@@H](F)O1.O=C1OC[C@@H](F)O1.O=C1OC[C@@H](F)O1
Spin multiplicity: 1

Last column: Löwdin charge in e.
Element x y z (Å)
O  13.59  15.52  19.87  0.090
N  14.61  15.39  20.44  -0.344
O  14.99  14.29  20.92  0.051
C  15.56  16.51  20.58  -0.137
C  16.74  16.34  21.31  0.003
C  17.73  17.32  21.42  -0.049
C  17.44  18.51  20.76  -0.074
C  16.36  18.64  19.91  -0.065
C  15.35  17.68  19.90  -0.009
H  16.96  15.38  21.75  0.115
H  18.63  17.15  21.99  0.111
H  18.25  19.22  20.75  0.102
H  16.27  19.41  19.15  0.102
H  14.52  18.01  19.29  0.119
O  9.55  11.94  18.71  0.075
N  9.69  11.89  17.50  -0.338
O  9.61  12.92  16.85  0.061
C  9.73  10.58  16.81  -0.140
C  10.14  9.45  17.54  0.002
C  10.15  8.22  16.87  -0.063
C  9.81  8.19  15.51  -0.069
C  9.26  9.29  14.83  -0.040
C  9.24  10.53  15.50  0.003
H  10.50  9.54  18.56  0.116
H  10.45  7.35  17.43  0.105
H  9.79  7.22  15.04  0.101
H  8.96  9.21  13.79  0.108
H  8.90  11.42  14.99  0.115
O  21.24  15.91  9.39  0.082
N  21.03  16.51  10.42  -0.369
O  21.94  17.03  11.03  0.082
C  19.73  16.44  11.04  -0.145
C  18.79  15.52  10.55  0.020
C  17.51  15.47  11.13  -0.045
C  17.24  16.19  12.31  -0.051
C  18.18  17.11  12.78  -0.057
C  19.39  17.23  12.13  -0.004
H  18.93  14.88  9.70  0.117
H  16.73  14.76  10.91  0.106
H  16.28  15.98  12.75  0.076
H  17.97  17.71  13.65  0.083
H  20.03  18.05  12.42  0.117
O  11.21  12.62  13.44  0.078
N  12.17  13.29  13.15  -0.344
O  12.43  13.68  12.02  0.072
C  12.99  13.82  14.27  -0.120
C  13.81  14.88  14.00  -0.045
C  14.39  15.58  14.99  -0.072
C  14.26  15.15  16.31  -0.037
C  13.43  14.06  16.64  -0.046
C  12.82  13.38  15.59  0.008
H  14.01  15.25  13.00  0.115
H  14.98  16.43  14.67  0.095
H  14.74  15.77  17.05  0.091
H  13.21  13.79  17.66  0.102
H  12.18  12.55  15.82  0.102
O  7.31  17.65  17.98  0.150
C  8.39  17.10  18.03  -0.526
O  8.66  15.82  18.22  0.102
C  10.01  15.67  18.63  -0.081
C  10.63  16.85  18.02  -0.330
F  10.95  16.52  16.77  0.083
O  9.57  17.82  17.98  0.123
H  10.13  15.76  19.71  0.149
H  10.45  14.74  18.26  0.121
H  11.55  17.14  18.54  0.161
O  15.44  18.51  16.54  0.135
C  16.46  19.08  16.18  -0.588
O  17.65  18.53  16.16  0.086
C  18.59  19.60  16.00  -0.042
C  17.77  20.64  15.20  -0.287
F  17.76  20.34  13.90  0.095
O  16.53  20.35  15.83  0.139
H  18.74  20.01  17.00  0.140
H  19.55  19.36  15.55  0.146
H  18.12  21.66  15.35  0.176
O  8.52  13.13  7.33  0.131
C  8.79  13.80  8.33  -0.504
O  9.06  13.23  9.60  0.075
C  9.12  14.34  10.44  -0.099
C  9.59  15.40  9.52  -0.361
F  10.90  15.40  9.28  0.110
O  8.89  15.09  8.35  0.176
H  8.12  14.69  10.69  0.146
H  9.76  14.21  11.32  0.135
H  9.39  16.43  9.82  0.174

***

Formula: C33H29N6OPPd
Source: the Open Molecules 2025 dataset
Level of theory: ωB97M-V/def2-TZVPD

Calculated values
Kohn-Sham gap, eV: 8.046
Spin multiplicity: 1

Last column: Löwdin charge in e.
Element x y z (Å)
Pd  0.22  -0.70  -0.07  0.939
O  -2.54  -3.36  1.28  0.028
C  -1.69  -2.50  1.09  -0.510
N  -1.26  -2.01  -0.07  -0.107
C  -1.75  -2.47  -1.34  -0.149
C  -1.15  -1.61  -2.43  -0.229
C  -1.59  -1.67  -3.75  -0.015
C  -1.02  -0.83  -4.69  -0.051
C  -0.03  0.06  -4.31  -0.046
C  0.38  0.07  -2.99  -0.119
N  -0.16  -0.76  -2.09  -0.024
C  -0.97  -1.84  2.25  -0.160
C  -1.33  -2.10  3.56  0.008
C  -0.68  -1.42  4.57  -0.044
C  0.31  -0.49  4.26  -0.042
C  0.63  -0.29  2.93  -0.115
N  0.01  -0.96  1.96  -0.010
H  -2.84  -2.42  -1.41  0.134
H  -1.48  -3.52  -1.53  0.136
H  -2.38  -2.36  -4.01  0.119
H  -1.37  -0.86  -5.72  0.110
H  0.42  0.74  -5.02  0.108
H  1.14  0.73  -2.60  0.098
H  -2.12  -2.82  3.74  0.121
H  -0.94  -1.60  5.61  0.109
H  0.83  0.07  5.02  0.108
H  1.38  0.41  2.60  0.097
N  1.74  0.70  -0.08  -0.376
P  3.26  0.49  -0.03  0.727
C  3.98  -0.28  1.48  -0.283
C  5.04  0.22  2.21  -0.085
C  5.52  -0.46  3.33  -0.083
C  4.94  -1.66  3.71  -0.087
C  3.88  -2.18  2.98  -0.079
C  3.41  -1.50  1.87  -0.112
C  4.09  -0.57  -1.27  -0.284
C  5.48  -0.61  -1.40  -0.094
C  6.08  -1.46  -2.30  -0.080
C  5.31  -2.31  -3.08  -0.087
C  3.93  -2.31  -2.94  -0.078
C  3.33  -1.44  -2.04  -0.089
C  4.09  2.10  -0.16  -0.287
C  4.71  2.54  -1.33  -0.082
C  5.18  3.84  -1.44  -0.081
C  5.05  4.72  -0.38  -0.086
C  4.42  4.30  0.79  -0.082
C  3.94  3.01  0.89  -0.105
H  5.52  1.15  1.92  0.097
H  6.35  -0.05  3.89  0.102
H  5.31  -2.19  4.58  0.101
H  3.42  -3.12  3.26  0.106
H  2.58  -1.91  1.30  0.087
H  6.10  0.04  -0.78  0.109
H  7.16  -1.47  -2.39  0.103
H  5.78  -2.99  -3.78  0.101
H  3.32  -2.98  -3.53  0.103
H  2.25  -1.44  -1.91  0.058
H  4.82  1.86  -2.17  0.101
H  5.66  4.16  -2.36  0.103
H  5.42  5.73  -0.46  0.101
H  4.31  4.99  1.62  0.103
H  3.44  2.70  1.80  0.108
N  -0.17  2.56  0.01  -0.050
C  -0.56  3.85  0.00  -0.128
C  -1.94  3.85  -0.02  -0.100
C  -2.29  2.49  -0.03  -0.184
N  -1.21  1.72  -0.02  -0.012
H  0.76  2.10  -0.01  0.036
H  0.16  4.65  0.01  0.103
H  -2.59  4.71  -0.03  0.080
H  -3.27  2.04  -0.05  0.091

***

DFT total energy values, unit Ha, following the record order: -5288.8585 -3072.2091 -2147.9736.
ΔE to the lowest compared entry with this formula, charge and spin values, unit eV, following the record order: 0.000 0.901 0.044.